Entry 1:
ORCA calculation (ωB97M-V with the def2-TZVPD basis set) on C4H17BrMnNO4 as an isolated structure in a non-equilibrium geometry.

Calculated values
* HOMO-LUMO gap (spin up / spin down): 0.1690 / 0.1279 Ha
* HOMO energy (spin up / spin down): -11.67 / -10.55 eV
* LUMO level (spin up / spin down): -7.067 / -7.068 eV
* M: 278.0 g/mol
* <S²>: 8.807
* maximum force: 2.90 eV/A

The geometry in ORCA input format:
```
! RIJCOSX wB97M-V def2-TZVPD def2/J DEFGRID3
* xyz 1 6
Mn 0.71 -1.30 -1.64
Br 4.28 -2.61 -3.52
C -1.51 0.30 2.72
C -1.26 1.36 1.65
C 0.11 1.94 1.70
O 1.16 1.00 1.28
C 2.43 1.60 1.23
N -1.47 0.67 0.39
H -2.51 -0.13 2.70
H -1.36 0.77 3.69
H -0.89 -0.60 2.65
H -1.98 2.14 1.89
H 0.26 2.37 2.69
H 0.12 2.76 0.98
H 3.16 0.81 1.07
H 2.73 1.90 2.23
H 2.54 2.36 0.46
H -1.96 1.37 -0.15
H -2.36 0.21 0.53
O 0.53 1.85 -4.11
H 0.89 1.78 -5.00
H -0.24 2.41 -4.21
O 0.90 -4.06 1.02
H 1.51 -4.56 1.56
H 0.04 -4.45 1.20
O -1.69 -3.17 -4.08
H -2.60 -3.40 -3.93
H -1.55 -3.32 -5.01
*
```


Entry 2:
ORCA calculation (ωB97M-V with the def2-TZVPD basis set) on C4H17Cu2F4N3O13S4 as an isolated structure in a non-equilibrium geometry.

Calculated values
* HOMO-LUMO gap (spin up / spin down): 0.1426 / 0.2075 Ha
* HOMO energy (spin up / spin down): -2.25 / -6.44 eV
* LUMO level (spin up / spin down): 1.631 / -0.792 eV
* M: 646.5 g/mol
* <S²>: 3.764
* maximum force: 9.54 eV/A

The geometry in ORCA input format:
```
! RIJCOSX wB97M-V def2-TZVPD def2/J DEFGRID3
* xyz -1 4
Cu -1.13 0.32 -0.31
Cu 1.28 -0.31 -2.65
N -2.40 -1.26 -0.71
S -2.32 -2.87 -0.20
O -1.65 -3.79 -1.12
O -3.38 -3.39 0.65
F -1.13 -2.60 0.87
S -3.50 -1.60 -1.62
O -4.88 -1.75 -1.09
O -3.07 -2.26 -2.83
F -3.52 -0.19 -2.25
N 2.86 0.91 -2.11
S 3.44 2.38 -2.76
O 4.32 2.35 -3.93
O 3.67 3.44 -1.74
F 2.00 2.76 -3.39
S 3.94 0.84 -1.05
O 3.60 1.65 0.14
O 5.33 0.78 -1.51
F 3.56 -0.66 -0.62
O 0.69 -0.84 -0.63
H 1.20 -0.56 0.16
O -0.23 1.17 -2.24
H 0.49 1.65 -1.79
O -0.03 -2.15 -3.17
H 0.06 -2.96 -3.68
H -0.76 -2.32 -2.57
O 2.11 -2.89 0.54
H 1.67 -2.23 0.01
H 1.40 -3.29 1.05
C 1.13 1.74 3.28
C 0.27 0.87 2.32
C -1.26 0.85 2.87
O -2.09 0.35 1.78
C -3.50 0.61 2.03
N 0.35 1.51 0.98
H 0.73 2.75 3.27
H 2.16 1.70 2.91
H 1.05 1.42 4.32
H 0.80 -0.08 2.24
H -1.70 1.81 3.11
H -1.30 0.12 3.68
H -3.97 0.27 1.11
H -3.74 1.66 1.90
H -3.88 0.16 2.95
H 1.28 1.51 0.59
H 0.05 2.45 1.20
*
```


Entry 3:
ORCA calculation (ωB97M-V with the def2-TZVPD basis set) on a 3-piece molecular cluster, C4H17N2O2 overall in a non-equilibrium geometry.

Calculated values
* HOMO-LUMO gap: 0.4042 Ha
* HOMO energy: -13.58 eV
* LUMO level: -2.582 eV
* M: 125.2 g/mol
* maximum force: 4.87 eV/A

The geometry in ORCA input format:
```
! RIJCOSX wB97M-V def2-TZVPD def2/J DEFGRID3
* xyz 1 1
C 0.62 0.03 1.47
N 1.26 1.38 1.85
C 0.60 0.05 -0.01
N -0.05 1.41 -0.51
C -1.61 1.21 -0.63
C -1.94 1.20 -2.15
H 1.17 -0.82 1.84
H -0.30 0.07 1.94
H 2.28 1.37 2.13
H 0.89 2.03 2.63
H 1.67 -0.19 -0.46
H -0.16 -0.64 -0.50
H 0.24 2.13 0.26
H 0.39 1.78 -1.34
H -2.22 1.97 -0.12
H -2.07 0.22 -0.16
H -1.70 0.30 -2.58
H -3.04 1.50 -2.46
H -1.24 2.04 -2.59
H 3.37 -2.31 1.47
H 2.26 -3.35 0.70
O 2.69 -2.45 0.75
H -1.56 -3.47 -0.23
H -0.36 -2.93 -0.87
O -1.21 -2.52 -0.44
*
```